This record from the OMol25 dataset describes a cluster of 14 separate species, C50H124N4O14 in total at a distorted geometry. The level of theory is wB97M-V/def2-TZVPD.

Output
LUMO (eV): 0.5185
Energy above the lowest of the compared OMol25 structures with the same formula, charge and spin (kJ/mol): 96.06

CARTESIAN COORDINATES (ANGSTROEM)
C -3.284 0.825 -0.708
C -4.439 -0.098 -0.246
C -5.737 0.624 -0.594
C -6.952 -0.283 -0.476
C -6.785 -1.553 -1.280
C -5.482 -2.312 -1.007
N -4.352 -1.360 -0.992
O -3.112 -2.031 -0.868
C -5.564 -3.171 0.244
C -5.263 -3.208 -2.250
C -4.282 -0.219 1.277
H -2.351 0.401 -0.351
H -3.490 1.848 -0.399
H -3.228 0.883 -1.798
H -5.856 1.399 0.173
H -5.707 1.185 -1.530
H -7.858 0.252 -0.777
H -7.153 -0.490 0.582
H -6.939 -1.336 -2.340
H -7.649 -2.191 -1.062
H -5.467 -2.618 1.179
H -6.465 -3.786 0.240
H -4.738 -3.890 0.277
H -5.954 -4.049 -2.261
H -5.291 -2.591 -3.145
H -4.242 -3.596 -2.195
H -3.468 -0.921 1.494
H -5.203 -0.574 1.741
H -3.953 0.710 1.742
H -3.115 -2.303 0.071
C 4.779 -2.394 -2.094
C 4.365 -2.453 -3.574
C 3.108 -3.294 -3.587
C 2.353 -3.276 -4.927
C 2.114 -1.818 -5.346
C 3.279 -0.839 -5.305
N 4.060 -1.137 -4.082
O 5.143 -0.249 -3.907
C 4.124 -0.958 -6.587
C 2.747 0.583 -5.212
C 5.493 -3.147 -4.335
H 5.698 -1.828 -1.943
H 4.803 -3.351 -1.569
H 3.995 -1.883 -1.519
H 3.299 -4.346 -3.367
H 2.423 -2.928 -2.815
H 1.423 -3.836 -4.868
H 3.003 -3.779 -5.653
H 1.271 -1.473 -4.740
H 1.742 -1.868 -6.376
H 4.392 -1.990 -6.825
H 3.482 -0.691 -7.432
H 4.997 -0.308 -6.629
H 2.101 0.692 -4.333
H 3.527 1.320 -5.026
H 2.098 0.769 -6.066
H 5.321 -3.132 -5.415
H 5.591 -4.196 -4.056
H 6.458 -2.654 -4.189
H 5.772 -0.497 -4.606
C -2.277 4.310 1.647
C -1.446 4.964 0.551
C -2.114 6.272 0.093
C -1.967 7.415 1.079
C -0.490 7.683 1.309
C 0.288 6.425 1.723
N -0.063 5.258 0.909
O 0.692 4.113 1.243
C 1.773 6.734 1.545
C 0.006 6.156 3.219
C -1.425 4.056 -0.675
H -3.135 3.726 1.295
H -2.696 4.974 2.408
H -1.707 3.566 2.212
H -1.774 6.541 -0.909
H -3.190 6.075 0.013
H -2.414 7.116 2.036
H -2.540 8.313 0.841
H -0.408 8.349 2.175
H -0.045 8.212 0.464
H 2.398 6.010 2.069
H 1.987 6.800 0.479
H 2.017 7.699 1.995
H -1.046 6.323 3.453
H 0.226 5.124 3.507
H 0.626 6.756 3.890
H -0.963 3.101 -0.396
H -0.789 4.396 -1.494
H -2.418 3.809 -1.053
H 1.270 4.013 0.465
C -2.799 -3.245 4.579
C -1.833 -2.270 5.303
C -1.592 -2.805 6.725
C -0.422 -3.797 6.831
C 0.841 -3.343 6.122
C 0.579 -2.944 4.663
N -0.573 -2.053 4.608
O -0.794 -1.489 3.318
C 1.816 -2.181 4.176
C 0.463 -4.192 3.758
C -2.567 -0.933 5.408
H -2.519 -4.301 4.500
H -3.065 -2.861 3.592
H -3.721 -3.366 5.160
H -1.305 -1.949 7.345
H -2.496 -3.281 7.096
H -0.783 -4.744 6.413
H -0.245 -4.010 7.887
H 1.450 -4.251 6.089
H 1.401 -2.573 6.651
H 1.971 -1.255 4.732
H 2.734 -2.759 4.268
H 1.657 -1.894 3.133
H 1.359 -4.805 3.866
H -0.388 -4.852 3.941
H 0.373 -3.848 2.725
H -3.567 -1.101 5.810
H -2.702 -0.522 4.404
H -2.044 -0.178 5.993
H -1.095 -2.230 2.755
C 3.708 5.037 -0.997
C 2.466 4.425 -1.631
O 2.133 3.181 -1.017
H 3.615 5.101 0.086
H 3.862 6.039 -1.406
H 4.596 4.440 -1.215
H 2.630 4.215 -2.695
H 1.634 5.131 -1.572
H 2.722 2.494 -1.388
C -2.519 2.654 -4.308
C -1.024 2.418 -4.250
O -0.668 1.161 -4.818
H -3.053 1.937 -3.682
H -2.905 2.568 -5.325
H -2.779 3.659 -3.964
H -0.681 2.389 -3.212
H -0.524 3.219 -4.793
H -0.895 0.475 -4.177
C 0.248 -5.142 -1.882
C 1.454 -5.230 -0.963
O 1.208 -6.166 0.082
H 0.312 -4.247 -2.506
H -0.684 -5.035 -1.324
H 0.134 -6.013 -2.529
H 1.622 -4.221 -0.570
H 2.312 -5.545 -1.566
H 1.949 -6.104 0.695
C 0.380 0.396 -0.200
C 1.295 -0.798 -0.480
O 0.543 -1.940 -0.922
H 0.946 1.213 0.260
H -0.406 0.225 0.540
H -0.049 0.811 -1.115
H 1.835 -1.054 0.430
H 1.937 -0.526 -1.325
H -0.115 -1.621 -1.551
C -2.124 -1.723 -4.254
O -1.719 -0.990 -3.096
H -2.966 -1.251 -4.761
H -1.260 -1.833 -4.913
H -2.359 -2.760 -3.987
H -2.320 -1.275 -2.384
C 5.157 1.280 -1.055
O 3.993 1.292 -1.845
H 5.317 0.346 -0.511
H 6.056 1.555 -1.615
H 5.112 2.052 -0.279
H 4.188 0.768 -2.642
C -1.975 -4.468 0.812
O -1.712 -3.111 1.165
H -2.920 -4.794 1.248
H -2.171 -4.621 -0.253
H -1.137 -5.095 1.104
H -0.933 -2.843 0.642
C -0.186 1.925 3.684
O 0.599 0.850 4.198
H 0.429 2.820 3.735
H -0.399 1.695 2.638
H -1.104 2.079 4.256
H 0.130 0.013 4.089
C 3.256 2.377 2.604
O 3.271 1.542 3.744
H 4.220 2.627 2.172
H 2.618 1.968 1.810
H 2.738 3.307 2.872
H 2.354 1.263 3.930
C 5.198 -1.091 2.351
O 5.162 -0.740 3.722
H 4.184 -1.306 2.004
H 5.645 -0.255 1.801
H 5.830 -1.955 2.153
H 4.505 -0.039 3.843

This record from the OMol25 dataset describes a cluster of 11 separate species, C50H131N9O15 in total at a distorted geometry. The level of theory is wB97M-V/def2-TZVPD.

Output
LUMO (eV): 0.3863
SMILES: COC[C@H](C)N.COC[C@H](C)N.COC[C@H](C)N.COC[C@H](C)N.COC[C@H](C)N.COCCNCCOC.COCCNCCOC.COCCNCCOC.COCCNCCOC.CC(C)O.CC(C)O

CARTESIAN COORDINATES (ANGSTROEM)
C -7.949 9.371 -2.563
C -6.799 8.815 -3.465
C -5.514 8.501 -2.662
O -7.098 7.640 -4.116
H -7.599 10.080 -1.812
H -8.468 8.575 -2.030
H -8.714 9.862 -3.163
H -6.524 9.635 -4.129
H -4.663 8.514 -3.342
H -5.393 7.539 -2.162
H -5.243 9.304 -1.976
H -7.137 6.975 -3.425
C 1.421 7.971 -7.470
C 2.635 8.961 -7.227
C 4.085 8.352 -7.003
O 2.638 9.826 -8.300
H 1.144 7.262 -6.689
H 1.618 7.218 -8.233
H 0.551 8.544 -7.788
H 2.390 9.463 -6.291
H 4.336 8.120 -5.968
H 4.818 8.959 -7.533
H 4.127 7.326 -7.366
H 2.350 9.420 -9.121
C -5.961 -3.594 6.711
C -6.259 -3.388 8.256
C -5.791 -4.601 9.219
O -6.786 -4.829 10.187
C -6.648 -5.864 11.111
N -5.666 -2.114 8.747
H -5.449 -4.520 6.450
H -5.250 -2.824 6.409
H -6.816 -3.424 6.058
H -7.324 -3.188 8.377
H -4.815 -4.349 9.632
H -5.610 -5.471 8.588
H -5.974 -5.531 11.901
H -6.291 -6.809 10.700
H -7.678 -5.898 11.465
H -5.630 -2.193 9.754
H -6.268 -1.337 8.514
C -9.740 -3.447 -5.783
C -8.651 -2.827 -4.881
C -8.120 -3.723 -3.673
O -7.182 -3.060 -2.887
C -6.389 -4.074 -2.126
N -7.656 -2.677 -5.878
H -9.536 -4.516 -5.843
H -9.888 -3.019 -6.774
H -10.741 -3.452 -5.351
H -8.853 -1.791 -4.608
H -7.800 -4.671 -4.105
H -8.889 -3.816 -2.906
H -6.045 -4.990 -2.607
H -6.903 -4.431 -1.234
H -5.494 -3.522 -1.838
H -6.781 -2.373 -5.475
H -7.537 -3.592 -6.288
C -4.471 3.598 -11.684
C -5.940 3.993 -11.902
C -6.871 2.785 -11.938
O -6.625 2.016 -13.106
C -7.179 0.663 -13.131
N -6.452 5.187 -11.161
H -4.216 2.869 -12.453
H -4.349 3.057 -10.746
H -3.762 4.399 -11.476
H -5.844 4.437 -12.893
H -7.881 3.133 -12.151
H -6.986 2.290 -10.974
H -8.168 0.511 -12.698
H -6.497 0.021 -12.573
H -7.233 0.203 -14.117
H -7.445 5.116 -11.333
H -6.424 5.103 -10.155
C -1.138 5.725 9.561
C -2.604 6.159 9.362
C -3.346 5.605 8.085
O -4.546 6.268 8.057
C -5.188 6.203 6.770
N -3.331 6.037 10.612
H -0.527 6.136 8.757
H -1.112 4.638 9.630
H -0.579 6.005 10.454
H -2.366 7.219 9.272
H -3.441 4.519 8.072
H -2.707 5.755 7.215
H -6.047 6.873 6.817
H -5.833 5.328 6.698
H -4.717 6.518 5.839
H -3.138 5.095 10.921
H -2.637 6.436 11.227
C 0.688 1.257 -4.314
C -0.192 0.935 -3.073
C -0.742 2.211 -2.320
O -1.454 1.844 -1.131
C -0.678 1.585 0.015
N -1.312 0.035 -3.448
H 1.544 1.632 -3.753
H 0.460 2.098 -4.968
H 1.076 0.385 -4.841
H 0.420 0.294 -2.438
H -1.480 2.650 -2.990
H -0.018 2.989 -2.079
H 0.214 1.002 -0.216
H -1.258 0.954 0.688
H -0.397 2.401 0.681
H -1.789 -0.030 -2.560
H -2.062 0.444 -3.988
C 2.577 -4.276 5.922
O 3.023 -3.257 6.773
C 2.123 -2.672 7.746
C 1.874 -3.643 8.922
N 3.052 -4.342 9.400
C 2.825 -5.605 10.081
C 3.697 -6.754 9.502
O 3.672 -6.682 8.093
C 3.835 -7.909 7.470
H 3.397 -4.522 5.246
H 1.689 -3.902 5.412
H 2.318 -5.164 6.498
H 1.161 -2.430 7.295
H 2.557 -1.731 8.083
H 1.092 -4.391 8.791
H 1.589 -3.165 9.859
H 3.548 -4.548 8.544
H 1.787 -5.906 9.940
H 2.725 -5.563 11.166
H 3.452 -7.760 9.842
H 4.743 -6.614 9.775
H 3.014 -8.566 7.759
H 4.706 -8.526 7.688
H 3.843 -7.752 6.391
C 7.661 -3.684 -5.518
O 8.767 -3.918 -4.716
C 9.592 -2.702 -4.619
C 10.767 -2.988 -3.693
N 10.433 -2.696 -2.317
C 11.468 -3.186 -1.434
C 11.103 -3.508 0.015
O 10.202 -4.602 -0.040
C 9.190 -4.529 0.980
H 6.737 -3.383 -5.025
H 7.276 -4.622 -5.918
H 7.858 -3.011 -6.352
H 9.058 -1.775 -4.409
H 9.991 -2.399 -5.587
H 11.564 -2.364 -4.097
H 11.105 -4.002 -3.906
H 9.502 -2.971 -2.037
H 12.353 -2.554 -1.366
H 11.797 -4.175 -1.755
H 10.428 -2.671 0.194
H 11.880 -3.688 0.759
H 8.684 -5.485 1.117
H 8.498 -3.689 0.924
H 9.726 -4.632 1.923
C 0.773 10.757 -1.085
O 1.505 9.790 -0.346
C 1.196 9.889 1.100
C 2.288 9.506 2.022
N 2.505 8.038 1.911
C 3.863 7.772 2.385
C 4.355 6.346 2.293
O 4.600 5.935 0.901
C 4.778 4.571 0.671
H -0.313 10.676 -1.132
H 1.045 11.154 -2.063
H 0.921 11.705 -0.568
H 0.333 9.265 1.334
H 0.932 10.917 1.351
H 2.090 9.687 3.078
H 3.176 10.063 1.724
H 2.372 7.710 0.965
H 4.007 8.192 3.381
H 4.368 8.307 1.580
H 3.699 5.613 2.762
H 5.194 6.332 2.990
H 3.732 4.372 0.439
H 5.065 3.888 1.470
H 5.286 4.322 -0.261
C 4.260 -13.900 -1.823
O 3.560 -12.854 -1.129
C 4.314 -11.656 -1.041
C 3.648 -10.526 -0.172
N 2.392 -10.111 -0.849
C 1.895 -8.801 -0.481
C 2.608 -7.678 -1.176
O 3.918 -7.274 -0.651
C 4.355 -6.022 -1.150
H 5.171 -14.147 -1.278
H 4.809 -13.483 -2.668
H 3.661 -14.775 -2.076
H 4.312 -11.204 -2.033
H 5.333 -11.926 -0.766
H 4.267 -9.735 0.251
H 3.420 -10.994 0.786
H 1.778 -10.888 -0.649
H 1.786 -8.593 0.584
H 0.878 -8.700 -0.861
H 1.959 -6.803 -1.139
H 2.608 -7.856 -2.251
H 3.806 -5.215 -0.666
H 4.155 -5.882 -2.213
H 5.385 -5.779 -0.888

| no. | E (eV) |
| --- | --- |
| 1 | -88480.8012 |
| 2 | -98078.7515 |